The following is a DFT calculation (the ωB97M-V functional and the def2-TZVPD basis) of one molecule with the formula C13H14N6O2S2.

The lowest unoccupied orbital energy comes out at 0.05 eV. For the HOMO energy, the calculation gives -7.058 eV. As for the SMILES: COc1ccc2nc(NC(=O)CSc3nnc(C)n3N)sc2c1. As for the spin multiplicity: 1.

The geometry in XYZ format:
```
37
Properties=species:S:1:pos:R:3:forces:R:3:lowdin_charge:R:1
C 5.534380 -2.762061 -0.384247 -5.3 -5.6 -16.3 0.1226
O 4.203806 -3.450438 -0.816923 9.0 -2.0 -0.1 0.0080
C 3.174204 -2.874264 -0.451074 -3.8 2.5 0.4 -0.3709
C 2.082122 -3.716935 -0.900422 -4.9 8.9 4.9 0.0106
C 0.793163 -3.260471 -0.621017 1.7 -0.3 2.7 0.0765
C 0.790490 -1.993134 0.369760 -4.2 -5.6 -5.3 -0.3657
N -0.528067 -1.620226 0.488721 3.1 7.4 3.9 0.0982
C -0.276896 -0.222041 1.092205 -2.9 -5.4 -0.3 -0.4616
N -1.415052 0.397806 1.751356 6.1 0.7 -0.6 0.0973
C -2.662919 0.529737 1.283702 1.8 9.2 10.7 -0.6848
O -3.255180 1.442850 1.954877 -0.3 -1.1 -2.5 0.0055
C -3.174070 -0.405320 0.586748 -7.2 -12.1 -5.2 -0.4938
S -3.246975 -0.014161 -1.096468 0.2 0.3 -3.3 0.9829
C -2.029413 1.298285 -1.146419 -2.4 -4.9 0.4 -0.6780
N -0.732823 1.113676 -0.990221 -1.9 1.2 -2.3 0.0312
N -0.345030 2.380798 -0.808344 3.3 1.7 2.8 0.0305
C -1.254768 3.208838 -0.450839 -2.5 -0.9 -3.8 -0.1842
C -1.113712 4.692679 -0.148295 -4.9 -4.0 -11.3 0.0379
N -2.560079 2.463956 -0.971112 3.3 7.1 4.2 -0.0696
N -3.805411 3.142687 -0.563432 -1.1 -4.0 -4.2 0.0829
S 1.410649 0.205824 1.420681 -2.0 -0.6 -0.6 1.0828
C 1.882995 -1.279487 0.635175 0.4 1.7 0.5 -0.5258
C 3.151277 -1.594203 0.124999 -1.2 -2.5 0.4 -0.0246
H 6.266932 -3.299399 -0.874850 1.4 -1.5 -0.8 0.0968
H 5.443038 -1.933667 -0.885932 -0.1 5.1 -2.3 0.0551
H 5.668402 -2.690439 0.442574 2.1 1.3 17.8 -0.0395
H 2.211419 -4.517637 -1.364226 1.7 -6.8 -4.0 0.0281
H -0.158168 -3.978661 -0.774439 2.2 2.3 0.3 0.1481
H -1.048528 1.221313 2.283118 -1.2 -0.9 -0.5 0.1613
H -2.594371 -1.447239 0.659217 -1.1 2.5 0.1 0.1220
H -4.444468 -0.745277 0.730108 3.9 1.4 0.4 0.1991
H -1.882502 5.341042 -0.811732 1.5 -1.7 1.0 0.1546
H -0.261405 4.981359 -0.439305 6.8 2.2 -1.3 0.0077
H -1.458396 4.846485 0.654930 -3.6 2.5 11.7 -0.0473
H -3.828163 3.312033 0.437568 0.0 -1.2 0.2 0.0696
H -4.516402 2.352766 -1.006846 1.5 2.8 2.4 0.1408
H 3.979919 -1.127074 0.590406 0.9 0.3 -0.2 0.0956
```
Forces are in eV/Å.

=====

The following is a DFT calculation (the ωB97M-V functional and the def2-TZVPD basis) of C13H15BrCl26F2GaO as an isolated structure.

The lowest unoccupied orbital energy comes out at 1.74 eV. As for the charge: -1. For the HOMO energy, the calculation gives -5.960 eV. As for the spin multiplicity: 1.

The geometry in XYZ format:
```
59
Properties=species:S:1:pos:R:3:forces:R:3:lowdin_charge:R:1
C 2.697478 -0.687917 1.462056 -0.1 0.0 0.1 -0.1386
C 2.381279 0.768322 1.776365 0.6 0.0 -0.8 -0.7965
Cl 1.519031 0.905648 3.347016 0.1 0.3 0.1 0.6033
C 1.662324 1.449135 0.616413 -0.3 0.3 0.6 -0.7636
Cl 2.507164 2.997173 0.221526 0.0 0.0 -0.1 0.5250
Ga -0.309492 1.768368 0.876780 0.0 -0.1 -0.3 -0.0404
F -0.716193 3.049807 2.056041 -0.1 0.1 0.1 -0.3311
Br -1.177226 2.569732 -1.239473 0.5 -0.2 -0.2 0.1417
C -1.341367 0.090734 1.312252 -0.2 0.3 -0.5 -0.1676
C -1.190068 -0.933422 0.258258 1.4 0.1 -1.2 -0.5109
O -0.370832 -0.988076 -0.636683 -1.1 -0.3 1.4 0.0561
F -2.109920 -1.946130 0.319765 0.0 0.1 0.0 0.0392
H 1.913032 -1.121277 0.845878 -0.2 -0.2 0.1 0.0472
H 3.623032 -0.743061 0.893752 0.1 0.1 -0.2 0.0713
H 2.846600 -1.268172 2.367186 -0.1 -0.1 0.1 0.0618
H 3.321839 1.289052 1.912097 0.1 0.1 0.4 0.0609
H 1.714561 0.828941 -0.267287 0.2 0.1 0.0 -0.0520
H -1.040421 -0.320612 2.272732 -0.1 0.0 -0.2 -0.0331
H -2.398384 0.347734 1.372582 -0.2 -0.1 0.2 0.0439
C -5.719553 0.924390 2.472080 -0.2 -0.3 0.1 -1.5357
Cl -6.447764 -0.688206 2.480509 0.1 0.1 0.0 0.5244
Cl -6.948182 2.159444 2.181020 -3.5 -2.8 -1.2 0.4673
Cl -4.860286 1.227179 3.974317 -0.1 -1.7 1.0 0.4823
H -5.004790 0.962382 1.663330 0.0 0.1 -0.1 -0.0446
C -4.524225 4.137488 1.230980 -0.1 0.2 0.3 -1.4790
Cl -3.295945 5.384292 1.423404 0.0 0.0 -0.1 0.5555
Cl -3.927681 2.822208 0.228844 -0.3 0.1 0.2 0.5346
Cl -5.071269 3.550646 2.814447 3.8 4.5 0.2 0.4254
H -5.374517 4.579485 0.734849 -0.1 0.0 -0.1 -0.0623
C -6.044750 7.483660 -0.935836 0.1 -0.1 0.0 -1.5406
Cl -4.762441 8.677805 -0.743856 0.0 0.0 0.0 0.5278
Cl -5.481134 6.100458 -1.870534 0.0 0.0 0.0 0.5510
Cl -6.654078 6.960465 0.635415 -0.1 0.1 0.1 0.5445
H -6.858817 7.948814 -1.472856 0.0 0.0 0.0 0.0058
C 2.160204 -2.060532 -2.506234 -0.3 0.1 0.1 -1.5180
Cl 3.128070 -3.146334 -1.503409 0.1 -0.2 0.1 0.5389
Cl 2.551910 -0.394317 -2.159095 0.2 0.0 -0.4 0.6328
Cl 2.359337 -2.461408 -4.219294 0.1 0.0 0.0 0.5314
H 1.119461 -2.203312 -2.243946 -0.1 0.0 0.0 -0.0019
C -1.718510 -1.780988 4.931349 0.0 0.0 -0.1 -1.5074
Cl -3.100277 -1.753478 3.839409 0.0 -0.2 0.0 0.5419
Cl -0.201590 -1.613311 4.054311 -0.1 -0.2 0.4 0.5304
Cl -1.878677 -0.511434 6.150881 0.0 0.0 0.1 0.5308
H -1.706245 -2.734057 5.441876 0.0 0.0 0.0 0.0027
C 0.925284 -5.544350 2.585647 0.0 0.1 0.0 -1.5514
Cl 0.420316 -4.344826 1.406981 0.0 0.1 0.0 0.5483
Cl 2.619467 -5.984653 2.352214 0.0 0.0 0.0 0.5163
Cl 0.664990 -4.975475 4.237647 0.0 -0.1 0.0 0.5099
H 0.325788 -6.430505 2.433806 0.0 -0.1 0.0 0.0082
C 6.108359 -3.705299 -3.749881 0.0 0.1 0.0 -1.5647
Cl 7.034064 -4.822511 -2.746544 0.0 0.0 0.0 0.5250
Cl 6.599409 -2.042874 -3.465874 0.0 0.0 0.0 0.5346
Cl 6.273207 -4.133180 -5.461223 0.0 0.0 0.0 0.5283
H 5.064117 -3.797279 -3.481257 0.0 0.0 0.0 -0.0534
C 5.745682 -1.257986 -8.031480 0.0 0.0 0.0 -1.5684
Cl 4.402995 -1.482051 -9.155757 0.0 0.0 0.0 0.5173
Cl 7.268382 -1.071234 -8.907495 0.0 0.0 0.0 0.5118
Cl 5.456718 0.110455 -6.967269 0.0 0.0 0.0 0.5316
H 5.820533 -2.145547 -7.418733 0.0 0.0 0.0 -0.0480
```
Forces are in eV/Å.

=====

The following is a DFT calculation (the ωB97M-V functional and the def2-TZVPD basis) of C13H15BrN7PReS as an isolated structure.

The lowest unoccupied orbital energy (spin up / spin down) comes out at -7.65 / -8.38 eV. As for the charge: +2. As for the expectation value of S²: 3.78. For the HOMO energy (spin up / spin down), the calculation gives -15.694 / -15.925 eV. As for the spin multiplicity: 4.

The geometry in XYZ format:
```
39
Properties=species:S:1:pos:R:3:forces:R:3:lowdin_charge:R:1
Re -0.002331 -1.098547 2.016109 0.0 -0.4 -0.4 1.0497
C -2.741560 -0.285738 -2.772760 0.0 0.0 0.0 0.0176
N -2.426556 -0.824209 -1.442492 0.0 0.0 -0.1 -0.0920
C -3.196582 -1.725245 -0.753988 0.0 0.1 0.0 0.0088
C -2.569936 -1.961555 0.428926 0.0 0.0 0.0 -0.0800
N -1.423965 -1.203347 0.454963 0.1 -0.2 0.4 -0.1430
C -1.354562 -0.520859 -0.691159 -0.1 0.0 -0.1 -0.4338
P 0.001300 0.609457 -1.156532 0.0 0.0 0.1 1.2150
C -0.000284 1.550438 0.408757 0.0 0.0 0.0 -0.4399
N -0.001804 1.015901 1.636138 0.0 0.1 0.3 -0.1369
C -0.003105 2.064672 2.531268 0.0 0.0 -0.1 -0.0987
C -0.002182 3.227607 1.829763 0.0 0.0 0.0 0.0066
N -0.000509 2.889440 0.502770 0.0 0.1 -0.1 -0.0946
C 0.000813 3.846342 -0.611836 0.0 0.0 0.0 0.0158
C 1.355520 -0.521577 -0.688149 0.1 0.0 -0.1 -0.4337
N 1.422312 -1.204138 0.458104 -0.1 -0.2 0.4 -0.1430
C 2.567905 -1.962962 0.434404 0.0 0.0 0.0 -0.0799
C 3.197127 -1.726828 -0.747182 0.0 0.1 0.0 0.0089
N 2.428874 -0.825471 -1.437309 0.0 0.0 -0.1 -0.0919
C 2.746889 -0.287208 -2.766952 0.0 0.0 0.0 0.0176
H -3.682584 -0.714476 -3.101942 0.0 0.0 0.0 0.1071
H -2.846581 0.795254 -2.727425 0.0 0.0 0.0 0.1000
H -1.964611 -0.554784 -3.483474 0.0 0.0 0.0 0.1004
H -4.114839 -2.123682 -1.151374 0.0 0.0 0.0 0.1485
H -2.854591 -2.615299 1.235465 0.0 0.0 0.0 0.1143
H -0.004572 1.932784 3.599311 0.0 0.0 0.0 0.0806
H -0.002662 4.249925 2.168269 0.0 0.0 0.0 0.1484
H 0.001281 4.850110 -0.199973 0.0 0.0 0.0 0.1069
H 0.891464 3.716649 -1.221186 0.0 0.0 0.0 0.0995
H -0.889290 3.717890 -1.222268 0.0 0.0 0.0 0.0996
H 2.850587 -2.616852 1.241484 0.0 0.0 0.0 0.1143
H 4.115994 -2.125655 -1.142692 0.0 0.0 0.0 0.1484
H 3.688695 -0.715959 -3.093894 0.0 0.0 0.0 0.1071
H 1.971593 -0.556398 -3.479418 0.0 0.0 0.0 0.1004
H 2.851764 0.793805 -2.721571 0.0 0.0 0.0 0.1000
S -0.001035 -0.620889 4.256913 0.0 0.2 -0.1 0.5953
C -0.001745 -2.034713 5.183950 0.0 -0.1 0.1 -0.7792
N -0.002400 -2.958421 5.870584 0.0 0.1 -0.1 0.1473
Br -0.003830 -3.475471 2.356389 0.0 0.2 -0.1 0.2883
```
Forces are in eV/Å.

=====

| no. | E_tot (eV) |
| --- | --- |
| 1 | -48399.8172 |
| 2 | -469211.9649 |
| 3 | -116438.0536 |